1.
Computed, not measured: a molecular structure, C33H31BrClCrN5O2Sb, with ωB97M-V/def2-TZVPD.

Its maximum force is 0.5 eV/A. As for the lowest unoccupied orbital energy (alpha / beta): -5.9 / -5.6 eV. The calculation puts the gap between HOMO and LUMO (alpha / beta) at 7.43 / 7.75 eV.

Geometry as ORCA input:
```
! wB97M-V def2-TZVPD RIJCOSX def2/J DEFGRID3
* xyz 2 2
Cr -0.348 -1.083 0.955
C 1.574 -2.023 -1.733
C 2.175 -0.884 -0.972
C 3.195 -0.122 -1.537
C 3.811 0.859 -0.790
C 3.431 1.020 0.538
C 2.406 0.240 1.044
N 1.756 -0.660 0.282
Sb 2.017 0.324 3.161
C 1.459 -1.743 3.247
C 1.979 -2.491 4.284
C 1.823 -3.872 4.274
C 1.231 -4.458 3.179
C 0.740 -3.660 2.150
C 0.206 -4.302 0.906
N 0.792 -2.322 2.224
C 0.058 1.140 2.979
C -0.252 2.159 3.856
C -1.506 2.752 3.794
C -2.384 2.304 2.840
C -2.027 1.273 1.970
C -3.065 0.871 0.961
N -0.813 0.687 2.044
H 1.531 -1.809 -2.800
H 0.571 -2.262 -1.387
H 2.191 -2.914 -1.598
H 3.506 -0.325 -2.553
H 4.603 1.461 -1.215
H 3.944 1.731 1.173
H 2.511 -2.006 5.092
H 2.194 -4.477 5.091
H 1.144 -5.533 3.098
H 1.016 -4.836 0.406
H -0.202 -3.581 0.197
H -0.571 -5.031 1.139
H 0.475 2.483 4.588
H -1.784 3.542 4.478
H -3.373 2.732 2.751
H -4.019 0.725 1.469
H -2.824 -0.021 0.404
H -3.201 1.685 0.246
C -2.618 -3.570 -1.411
O -1.855 -2.382 -1.176
C -1.814 -1.454 -2.169
C -2.319 -1.634 -3.439
C -2.188 -0.616 -4.388
Br -2.879 -0.878 -6.115
C -1.552 0.560 -4.072
C -1.037 0.748 -2.780
C -1.169 -0.255 -1.810
O -0.709 -0.069 -0.576
C -0.354 1.991 -2.452
N 0.196 2.292 -1.273
C 0.766 3.558 -1.327
C 1.442 4.311 -0.375
C 1.882 5.555 -0.778
C 1.656 6.032 -2.080
C 0.982 5.284 -3.024
C 0.542 4.032 -2.614
N -0.158 3.027 -3.280
H -3.644 -3.316 -1.677
H -2.613 -4.119 -0.474
H -2.162 -4.174 -2.196
H -2.812 -2.553 -3.718
H -1.461 1.322 -4.833
H 0.146 1.630 -0.506
H 1.609 3.944 0.629
H 2.412 6.183 -0.076
H 2.019 7.014 -2.348
H 0.808 5.657 -4.023
H -0.472 3.065 -4.235
Cl -2.070 -1.771 3.558
C -1.901 -2.075 1.795
H -2.830 -1.757 1.325
H -1.812 -3.153 1.687
*
```

---

2.
Computed, not measured: a molecular structure, C30H15BrF4NNaO5P at a distorted geometry, with ωB97M-V/def2-TZVPD.

Its maximum force is 2.3 eV/A. As for the lowest unoccupied orbital energy: 1.9 eV. The calculation puts the relative energy (zero: lowest compared OMol25 entry of this formula, charge and spin) at 117.2 kJ/mol. The calculation puts the gap between HOMO and LUMO at 5.25 eV.

Geometry as ORCA input:
```
! wB97M-V def2-TZVPD RIJCOSX def2/J DEFGRID3
* xyz -1 1
Na 0.904 0.686 -0.637
O 0.787 6.501 -0.349
C 0.859 5.291 -0.412
C 0.904 4.467 -1.669
O 0.760 4.889 -2.805
C 1.148 3.076 -1.254
C 1.160 3.010 0.191
O 1.321 1.937 0.854
C 0.926 4.344 0.751
O 0.807 4.641 1.932
O 1.292 2.071 -2.009
F -6.771 1.856 -1.286
C -5.623 1.213 -1.105
C -5.583 -0.164 -1.190
F -6.697 -0.845 -1.460
C -4.398 -0.843 -0.964
F -4.497 -2.177 -0.995
C -3.207 -0.182 -0.676
P -1.549 -0.923 -0.306
C -1.658 -0.840 1.523
C -0.559 -0.358 2.230
C -0.625 -0.211 3.608
C -1.778 -0.564 4.289
C -2.875 -1.055 3.592
C -2.821 -1.182 2.214
C -1.800 -2.697 -0.692
C -1.766 -3.024 -2.048
C -1.912 -4.336 -2.463
C -2.063 -5.346 -1.521
C -2.058 -5.032 -0.171
C -1.921 -3.714 0.246
C -3.271 1.222 -0.609
Br -1.716 2.248 -0.271
C -4.460 1.899 -0.812
F -4.511 3.225 -0.731
H 0.340 -0.053 1.710
H 0.220 0.208 4.139
H -1.830 -0.450 5.364
H -3.779 -1.328 4.123
H -3.689 -1.544 1.675
H -1.642 -2.234 -2.782
H -1.901 -4.575 -3.519
H -2.175 -6.374 -1.840
H -2.164 -5.819 0.566
H -1.924 -3.480 1.303
N 2.845 -0.621 -0.364
C 3.932 -0.256 -0.392
C 5.284 0.200 -0.427
C 6.181 -0.388 -1.320
C 7.502 0.019 -1.331
C 7.933 1.011 -0.460
C 7.036 1.604 0.418
C 5.712 1.207 0.439
H 5.827 -1.153 -1.998
H 8.200 -0.436 -2.022
H 8.968 1.326 -0.472
H 7.373 2.384 1.088
H 4.996 1.670 1.105
*
```

---

3.
Computed, not measured: a molecular structure, C32H35BrN3O5SeSiV at a distorted geometry, with ωB97M-V/def2-TZVPD.

Its maximum force is 1.3 eV/A. As for the lowest unoccupied orbital energy (alpha / beta): 0.4 / 0.5 eV. The calculation puts the gap between HOMO and LUMO (alpha / beta) at 7.83 / 8.27 eV.

Geometry as ORCA input:
```
! wB97M-V def2-TZVPD RIJCOSX def2/J DEFGRID3
* xyz 0 3
V 0.784 1.247 0.057
C -4.995 0.042 3.174
O -4.190 -0.554 2.167
C -4.042 -1.900 2.182
C -4.747 -2.759 3.020
C -4.565 -4.133 2.925
C -3.677 -4.666 2.007
C -2.946 -3.810 1.198
C -3.109 -2.436 1.278
N -2.366 -1.600 0.405
C -1.446 -0.663 0.780
N -1.248 -0.468 2.085
C -0.443 0.506 2.727
C 0.448 1.332 2.059
C 1.163 2.239 2.856
C 0.996 2.321 4.227
C 0.097 1.471 4.868
C -0.613 0.562 4.115
O -1.544 -0.295 4.695
C -0.936 -1.350 5.442
N -0.777 0.009 -0.139
C -0.954 -0.357 -1.513
C -1.723 0.425 -2.361
C -1.780 0.152 -3.721
C -1.060 -0.916 -4.229
C -0.315 -1.738 -3.390
C -0.279 -1.478 -2.023
O 0.340 -2.259 -1.108
C 1.299 -3.194 -1.570
H -4.940 1.113 3.000
H -4.602 -0.187 4.166
H -6.033 -0.289 3.092
H -5.453 -2.360 3.732
H -5.130 -4.785 3.576
H -3.538 -5.735 1.929
H -2.220 -4.201 0.496
H -2.280 -1.902 -0.553
H -1.850 -0.969 2.717
H 1.877 2.907 2.383
H 1.558 3.042 4.806
H -0.063 1.516 5.937
H -0.364 -0.949 6.280
H -0.272 -1.938 4.804
H -1.741 -1.979 5.817
H -2.231 1.284 -1.941
H -2.361 0.785 -4.377
H -1.075 -1.123 -5.291
H 0.225 -2.579 -3.799
H 1.761 -3.613 -0.681
H 2.063 -2.690 -2.165
H 0.830 -3.989 -2.155
C 4.764 2.582 0.100
Si 4.633 0.846 -0.548
C 5.983 -0.205 0.191
C 4.821 0.858 -2.413
Se 2.729 -0.188 0.069
H 5.676 3.057 -0.269
H 4.797 2.579 1.191
H 3.908 3.179 -0.214
H 6.965 0.117 -0.167
H 5.849 -1.253 -0.079
H 5.972 -0.136 1.279
H 5.874 0.779 -2.692
H 4.432 1.780 -2.848
H 4.288 0.017 -2.860
Br 0.738 2.433 -7.619
C 0.666 2.635 -5.740
C -0.274 3.495 -5.190
C -0.347 3.611 -3.812
C 0.530 2.897 -3.004
C 1.478 2.059 -3.570
C 1.543 1.913 -4.948
C 0.363 2.958 -1.529
O -0.746 3.043 -1.007
O 1.445 2.810 -0.790
H -0.943 4.054 -5.830
H -1.095 4.244 -3.355
H 2.153 1.498 -2.934
H 2.264 1.246 -5.397
*
```

---

4.
Computed, not measured: a molecular structure, C8H22ClInNdSi at a distorted geometry, with ωB97M-V/def2-TZVPD.

Its maximum force is 2.5 eV/A. As for the lowest unoccupied orbital energy (alpha / beta): 1.7 / 1.7 eV. The calculation puts the gap between HOMO and LUMO (alpha / beta) at 5.02 / 5.20 eV.

Geometry as ORCA input:
```
! wB97M-V def2-TZVPD RIJCOSX def2/J DEFGRID3
* xyz -1 4
Nd -3.652 0.158 -1.361
Cl -2.792 2.187 -2.567
C -4.330 0.207 0.945
C -4.353 -1.941 -2.407
H -5.208 -0.426 1.109
H -3.647 0.076 1.791
H -4.660 1.254 0.919
H -5.230 -2.352 -1.880
H -3.653 -2.762 -2.627
H -4.687 -1.487 -3.353
In 0.110 -1.269 -0.254
C 1.546 -1.302 -1.966
C -0.507 -3.161 0.661
H 1.714 -2.347 -2.221
H 1.073 -0.810 -2.841
H 2.524 -0.851 -1.826
H -1.140 -3.597 -0.135
H -1.345 -2.875 1.318
C 3.409 -0.212 1.192
Si 2.240 1.230 1.015
C 2.562 2.414 2.449
C 2.632 2.102 -0.605
C 0.447 0.622 0.948
H 4.447 0.134 1.172
H 3.304 -0.944 0.389
H 3.249 -0.738 2.139
H 3.610 2.749 2.471
H 1.934 3.315 2.389
H 2.361 1.937 3.418
H 2.432 1.458 -1.470
H 2.027 3.013 -0.718
H 3.692 2.391 -0.645
H 0.107 0.405 1.978
H -0.218 1.425 0.573
*
```

---

5.
Computed, not measured: 2 unconnected molecules or ions with the total composition CH5N2O2 at a distorted geometry, with ωB97M-V/def2-TZVPD.

Its maximum force is 4.6 eV/A. As for the lowest unoccupied orbital energy (alpha / beta): 4.6 / 3.5 eV. The calculation puts the relative energy (zero: lowest compared OMol25 entry of this formula, charge and spin) at 140.5 kJ/mol. The calculation puts the gap between HOMO and LUMO (alpha / beta) at 4.78 / 7.05 eV.

Geometry as ORCA input:
```
! wB97M-V def2-TZVPD RIJCOSX def2/J DEFGRID3
* xyz -1 3
C 1.383 0.887 0.543
N 0.064 -1.335 -0.726
N 1.821 -0.367 0.691
O -1.671 -0.174 0.756
O 1.308 -1.401 0.119
H 2.049 1.607 0.878
H 0.427 1.273 0.131
H -0.851 -0.673 0.225
H -2.524 -0.210 0.230
H -0.269 -2.252 -0.540
*
```

---

6.
Computed, not measured: 3 unconnected molecules or ions with the total composition C19H20F16I2O7 at a distorted geometry, with ωB97M-V/def2-TZVPD.

Its maximum force is 2.1 eV/A. As for the lowest unoccupied orbital energy: 0.0 eV. The calculation puts the gap between HOMO and LUMO at 9.74 eV. Its SMILES is CC(=O)OC(=O)CC(=O)OC[C@H](I)[C@H](C)I.FC(F)C(F)(F)COC(F)(F)C(F)F.FC(F)C(F)(F)COC(F)(F)C(F)F.

Geometry as ORCA input:
```
! wB97M-V def2-TZVPD RIJCOSX def2/J DEFGRID3
* xyz 0 1
C 2.624 1.230 -2.563
C 4.114 1.102 -2.560
O 4.819 1.876 -1.950
O 4.749 0.058 -3.218
C 4.025 -0.686 -4.123
O 3.416 -0.211 -5.043
C 4.124 -2.180 -3.892
C 2.873 -2.821 -3.354
O 2.753 -4.027 -3.408
O 1.945 -2.023 -2.782
C 0.592 -2.375 -3.081
C -0.164 -1.099 -3.468
I -1.370 -0.425 -1.805
C -1.007 -1.239 -4.718
C -2.028 -2.367 -4.636
I 0.248 -1.655 -6.437
H 2.390 2.164 -2.106
H 2.235 1.284 -3.569
H 2.134 0.462 -1.985
H 4.957 -2.362 -3.226
H 4.320 -2.654 -4.839
H 0.120 -2.842 -2.230
H 0.527 -3.056 -3.918
H 0.582 -0.335 -3.617
H -1.468 -0.291 -4.938
H -2.601 -2.366 -5.552
H -1.525 -3.322 -4.607
H -2.655 -2.217 -3.768
F 1.117 3.013 3.854
C 1.955 3.050 4.904
F 1.820 4.263 5.489
C 3.416 2.864 4.479
F 3.802 3.887 3.691
F 4.146 2.947 5.627
C 3.813 1.528 3.815
O 3.930 1.488 2.397
C 2.856 1.225 1.577
F 1.771 0.847 2.275
F 3.200 0.175 0.796
C 2.559 2.397 0.641
F 2.251 3.508 1.332
F 1.488 2.074 -0.133
H 1.662 2.282 5.625
H 4.829 1.344 4.158
H 3.219 0.697 4.193
H 3.421 2.605 0.003
F -6.969 -1.190 2.080
C -6.713 -1.880 3.205
F -7.838 -1.869 3.955
C -5.571 -1.254 4.013
F -5.924 -0.023 4.435
F -5.437 -2.032 5.124
C -4.172 -1.191 3.364
O -3.752 0.041 2.784
C -4.037 0.377 1.479
F -4.578 -0.654 0.808
F -2.855 0.651 0.879
C -4.894 1.642 1.387
F -6.072 1.467 2.011
F -5.142 1.913 0.087
H -6.479 -2.916 2.945
H -3.480 -1.330 4.192
H -4.000 -2.030 2.692
H -4.374 2.487 1.842
*
```